one | DFT (the ωB97M-V functional and the def2-TZVPD basis) results for one molecule with the formula C5H8S.

Bonds (Å) are listed after each position.
Atoms and positions in Å:
1 C -3.146 -0.415 0.088  C2 1.341, H7 1.089, H8 1.102
2 C -2.024 0.268 -0.181  C1 1.341, C3 1.495, H9 1.082
3 C -0.791 -0.569 -0.058  C2 1.495, C4 1.331, H10 1.101
4 C 0.386 0.052 -0.022  C3 1.331, S5 1.806, H11 1.097
5 S 1.909 -0.918 -0.085  C4 1.806, C6 1.768
6 C 3.146 0.338 0.049  S5 1.768, H12 1.088, H13 1.090, H14 1.107
7 H -3.124 -1.486 0.282  C1 1.089
8 H -4.154 0.029 0.121  C1 1.102
9 H -2.074 1.332 -0.369  C2 1.082
10 H -0.907 -1.661 -0.140  C3 1.101
11 H 0.505 1.138 0.076  C4 1.097
12 H 4.152 -0.076 0.071  C6 1.088
13 H 3.071 1.017 -0.800  C6 1.090
14 H 3.049 0.951 0.966  C6 1.107

The spin multiplicity is 1. The calculation puts the orbital gap at 8.838 eV. For the lowest unoccupied orbital energy, the calculation gives 1.0 eV. The structure (SMILES) is C=C/C=C/SC. Its HOMO energy is -7.83 eV.


two | DFT (the ωB97M-V functional and the def2-TZVPD basis) results for a 2-piece molecular cluster, C5H8S overall.

Bonds (Å) are listed after each position.
Atoms and positions in Å:
1 C 0.998 -1.394 1.531  C2 1.308, H5 1.132, H6 1.090
2 C 0.979 -0.903 0.318  C1 1.308, C3 1.434, H7 1.054
3 C 0.864 0.503 0.055  C2 1.434, C4 1.315, H8 1.113
4 C 0.744 0.892 -1.195  C3 1.315, H9 1.138, H10 1.058
5 H 1.245 -2.494 1.634  C1 1.132
6 H 0.599 -0.928 2.431  C1 1.090
7 H 1.147 -1.658 -0.397  C2 1.054
8 H 0.596 1.147 0.923  C3 1.113
9 H 0.943 0.056 -1.941  C4 1.138
10 H 0.726 1.918 -1.452  C4 1.058
11 C -2.193 0.775 -0.616  S12 1.596, H13 1.069, H14 1.004
12 S -2.648 -0.347 0.423  C11 1.596
13 H -2.269 1.763 -0.216  C11 1.069
14 H -1.730 0.671 -1.500  C11 1.004

The spin multiplicity is 1. The calculation puts the orbital gap at 8.484 eV. For the lowest unoccupied orbital energy, the calculation gives -0.1 eV. The structure (SMILES) is C=CC=C.C=S. Its HOMO energy is -8.61 eV.


Last place for stability: two


one | DFT (the ωB97M-V functional and the def2-TZVPD basis) results for a 2-piece molecular cluster, C5H8S overall.

Bonds (Å) are listed after each position.
Atoms and positions in Å:
1 C -1.111 0.929 0.002  C2 1.449, C3 1.308, H7 1.097
2 C -1.427 -0.404 0.477  C1 1.449, C5 1.328, H8 1.083
3 C 0.072 1.485 0.041  C1 1.308, H9 1.070
4 C 2.855 -0.808 -0.678  S6 1.677, H10 1.073, H11 1.072
5 C -2.639 -0.937 0.377  C2 1.328, H12 1.078, H13 1.076
6 S 2.193 -0.037 0.655  C4 1.677, H14 1.340
7 H -1.974 1.480 -0.394  C1 1.097
8 H -0.612 -0.953 0.933  C2 1.083
9 H 0.424 2.448 -0.263  C3 1.070
10 H 3.247 -0.236 -1.497  C4 1.073
11 H 2.444 -1.779 -0.873  C4 1.072
12 H -3.454 -0.395 -0.076  C5 1.078
13 H -2.863 -1.924 0.740  C5 1.076
14 H 2.843 1.131 0.557  S6 1.340

The spin multiplicity is 1. The calculation puts the orbital gap (alpha / beta) at 8.231 / 7.789 eV. For the lowest unoccupied orbital energy (alpha / beta), the calculation gives 0.3 / 0.3 eV. Its HOMO energy (alpha / beta) is -7.93 / -7.50 eV.


two | DFT (the ωB97M-V functional and the def2-TZVPD basis) results for one molecule with the formula C5H8S.

Bonds (Å) are listed after each position.
Atoms and positions in Å:
1 C -0.787 -0.367 -0.554  C2 1.345, C3 1.409, H7 1.088
2 C 0.415 -0.296 0.044  C1 1.345, C4 1.491, C5 1.477
3 C -1.811 0.293 0.155  C1 1.409, S6 1.720
4 C 0.542 0.033 1.493  C2 1.491, H8 1.087, H9 1.090, H10 1.090
5 C 1.597 -0.452 -0.827  C2 1.477, H11 1.083, H12 1.098, H13 1.089
6 S -2.918 0.912 -1.006  C3 1.720, H14 1.342
7 H -0.839 -0.665 -1.600  C1 1.088
8 H 1.280 0.809 1.679  C4 1.087
9 H 0.838 -0.860 2.044  C4 1.090
10 H -0.427 0.359 1.869  C4 1.090
11 H 1.418 -1.143 -1.641  C5 1.083
12 H 2.444 -0.825 -0.236  C5 1.098
13 H 1.902 0.514 -1.226  C5 1.089
14 H -3.653 1.687 -0.193  S6 1.342

The spin multiplicity is 1. The calculation puts the orbital gap at 8.254 eV. For the lowest unoccupied orbital energy, the calculation gives 0.1 eV. Its HOMO energy is -8.18 eV.


Last place for stability: one


one | DFT (the ωB97M-V functional and the def2-TZVPD basis) results for one molecule with the formula C5H8S.

Bonds (Å) are listed after each position.
Atoms and positions in Å:
1 C -2.734 -0.275 -0.151  C2 1.355, H7 1.083, H8 1.086
2 C -1.535 0.042 0.396  C1 1.355, S3 1.783, H9 1.096
3 S -0.607 1.505 -0.022  C2 1.783, C4 1.806
4 C 1.040 0.840 -0.347  S3 1.806, C5 1.485, C6 1.461, H10 1.092
5 C 1.768 0.094 0.711  C4 1.485, C6 1.540, H11 1.104, H12 1.088
6 C 1.347 -0.562 -0.617  C4 1.461, C5 1.540, H13 1.101, H14 1.093
7 H -3.245 -1.164 0.197  C1 1.083
8 H -3.245 0.343 -0.884  C1 1.086
9 H -1.101 -0.633 1.143  C2 1.096
10 H 1.609 1.573 -0.922  C4 1.092
11 H 2.808 0.417 0.892  C5 1.104
12 H 1.209 -0.127 1.618  C5 1.088
13 H 2.104 -0.712 -1.403  C6 1.101
14 H 0.581 -1.341 -0.612  C6 1.093

The spin multiplicity is 1. The calculation puts the orbital gap at 9.328 eV. For the lowest unoccupied orbital energy, the calculation gives 1.0 eV. The structure (SMILES) is C=CSC1CC1. Its HOMO energy is -8.33 eV.


two | DFT (the ωB97M-V functional and the def2-TZVPD basis) results for a 2-piece molecular cluster, C5H8S overall.

Bonds (Å) are listed after each position.
Atoms and positions in Å:
1 C 1.125 -0.476 -1.097  C2 1.344, H5 1.097, H6 1.068
2 C 0.040 -1.075 -0.575  C1 1.344, C3 1.453, S4 1.768
3 C 0.092 -2.326 0.163  C2 1.453, H7 1.075, H8 1.216, H9 1.170
4 S -1.526 -0.275 -0.754  C2 1.768, H10 1.326
5 H 2.097 -0.956 -0.928  C1 1.097
6 H 0.920 0.439 -1.608  C1 1.068
7 H -0.263 -3.074 -0.523  C3 1.075
8 H 1.172 -2.742 0.536  C3 1.216
9 H -0.515 -2.430 1.158  C3 1.170
10 H -2.149 -1.234 -0.084  S4 1.326
11 C -0.252 2.717 -1.150  C12 1.202, H13 1.069
12 C 0.899 2.447 -0.934  C11 1.202, H14 1.047
13 H -1.301 2.691 -1.353  C11 1.069
14 H 1.855 2.355 -0.521  C12 1.047

The spin multiplicity is 1. The calculation puts the orbital gap at 9.259 eV. For the lowest unoccupied orbital energy, the calculation gives 0.8 eV. The structure (SMILES) is C=C(C)S.C#C. Its HOMO energy is -8.46 eV.


Last place for stability: two


one | DFT (the ωB97M-V functional and the def2-TZVPD basis) results for one molecule with the formula C3H3NO2.

Bonds (Å) are listed after each position.
Atoms and positions in Å:
1 O 1.515 -1.203 1.579  C2 1.193
2 C 0.790 -0.605 0.843  O1 1.193, C3 1.462, O6 1.348
3 C 0.096 -0.860 -0.418  C2 1.462, C4 1.343, H7 1.079
4 C -0.544 0.256 -0.808  C3 1.343, N5 1.328, H8 1.140
5 N -0.291 1.219 0.070  C4 1.328, O6 1.397, H9 1.079
6 O 0.418 0.658 1.134  C2 1.348, N5 1.397
7 H 0.068 -1.816 -0.918  C3 1.079
8 H -1.201 0.230 -1.740  C4 1.140
9 H -0.852 2.122 0.258  N5 1.079

The spin multiplicity is 1. The calculation puts the orbital gap at 9.541 eV. For the lowest unoccupied orbital energy, the calculation gives 0.5 eV. The structure (SMILES) is O=c1cc[nH]o1. Its HOMO energy is -9.01 eV.


two | DFT (the ωB97M-V functional and the def2-TZVPD basis) results for a 2-piece molecular cluster, C3H3NO2 overall.

Bonds (Å) are listed after each position.
Atoms and positions in Å:
1 C -1.277 0.547 -0.324  C2 1.328, C3 1.401, H7 1.040
2 C -0.895 0.216 0.904  C1 1.328, C3 1.416, H8 1.084
3 C 0.038 0.095 -0.154  C1 1.401, C2 1.416, N4 1.371
4 N 0.929 -0.936 -0.308  C3 1.371, O5 1.234, O6 1.252
5 O 1.368 -1.468 0.715  N4 1.234
6 O 1.221 -1.303 -1.469  N4 1.252
7 H -2.111 0.614 -0.942  C1 1.040
8 H -0.789 0.337 1.976  C2 1.084
9 H 1.517 1.898 -0.398  no bonds

The spin multiplicity is 1. The calculation puts the orbital gap (alpha / beta) at 7.542 / 9.284 eV. For the lowest unoccupied orbital energy (alpha / beta), the calculation gives -1.0 / -1.2 eV. Its HOMO energy (alpha / beta) is -8.59 / -10.52 eV.


Last place for stability: two